The following is a quantum chemistry calculation of a 2-piece molecular cluster, C2H4NS overall in a non-equilibrium geometry, from OMol25.

Atoms and positions in Å:
C -0.8309 0.0847 -0.4082
C 0.2495 0.8543 0.1577
N 0.3921 -0.5768 -0.0447
S -0.2781 1.3868 -1.5484
H -1.7960 -0.1819 -0.0103
H 0.4752 1.3695 1.1393
H 1.0340 -2.1604 1.6523
H 0.7541 -0.7763 -0.9377

- spin multiplicity = 1
- total charge = +1
- largest force on an atom (eV Å⁻¹) = 2.45
- gap between HOMO and LUMO (spin up / spin down) (eV) = 11.1 / 4.9
- relative energy (zero: lowest compared OMol25 entry of this formula, charge and spin) (kJ/mol) = 597.5

Atom charges from the natural (NBO) analysis, given in e for atoms 1 to 2: -0.1788 -0.1317